Entry 1:
{
  "formula": "C6H17NO3",
  "method": "ωB97M-V/def2-TZVPD",
  "gap_ev": 9.3,
  "homo_ev": -8.800,
  "multiplicity": 1,
  "smiles": "CCC(=O)N(C)CC.O.O",
  "total_charge": 0,
  "molar_mass_g_mol": 151.21,
  "lumo_energy_ev": 0.513,
  "fmax_ha_per_bohr": 0.047,
  "relative_energy_kj_mol": 249.9,
  "symbols": ["C", "C", "C", "O", "N", "C", "C", "C", "H", "H", "H", "H", "H", "H", "H", "H", "H", "H", "H", "H", "H", "O", "H", "H", "O", "H", "H"],
  "coordinates": [[-0.71358, 2.72074, -0.43994], [-0.27114, 1.37335, -0.95005], [-0.91053, 0.13402, -0.29593], [-1.69865, 0.37550, 0.59358], [-0.70137, -1.18178, -0.79254], [-1.88085, -2.02573, -0.81083], [0.60044, -1.77677, -0.79263], [1.03072, -2.10083, 0.69378], [-0.71205, 3.45466, -1.24571], [-0.22169, 3.16212, 0.44205], [-1.75959, 2.86828, -0.12930], [-0.51973, 1.23560, -2.00465], [0.86340, 1.22171, -0.80129], [-2.21700, -2.13384, -1.83141], [-2.70029, -1.64117, -0.16780], [-1.69883, -3.05826, -0.46204], [0.83883, -2.60672, -1.48869], [1.35711, -1.03105, -1.13454], [0.34462, -1.77144, 1.47075], [1.90245, -1.43765, 0.73973], [1.51375, -3.00933, 1.09354], [2.20275, 0.96453, 0.21380], [2.98354, 1.37070, -0.17645], [1.85466, 1.55829, 0.90708], [0.29308, 1.51731, 2.56376], [0.72537, 0.65410, 2.68360], [-0.50542, 1.16365, 2.12213]]
}

=====

Entry 2:
{
  "formula": "C2H5NOS",
  "method": "ωB97M-V/def2-TZVPD",
  "gap_ev": 9.1,
  "homo_ev": -8.652,
  "multiplicity": 1,
  "smiles": "CN(O)C=S",
  "total_charge": 0,
  "molar_mass_g_mol": 91.13,
  "lumo_energy_ev": 0.457,
  "fmax_ha_per_bohr": 0.051,
  "relative_energy_kj_mol": 272.8,
  "symbols": ["C", "N", "O", "C", "S", "H", "H", "H", "H", "H"],
  "coordinates": [[0.13981, -0.17197, -1.70704], [-0.41060, 0.38944, -0.53033], [-1.79800, 0.83966, -0.76443], [-0.17057, 0.01786, 0.73861], [1.20223, -0.59845, 1.34015], [1.19747, -0.09576, -1.70986], [-0.20096, -1.24492, -1.84180], [-0.29098, 0.44900, -2.49598], [-1.45291, 1.68758, -1.10623], [-1.04552, 0.26068, 1.34976]]
}

=====

Entry 3:
{
  "formula": "C16H38ClNOP",
  "method": "ωB97M-V/def2-TZVPD",
  "gap_ev": 6.3,
  "homo_ev": -3.788,
  "multiplicity": 1,
  "total_charge": -1,
  "molar_mass_g_mol": 326.91,
  "lumo_energy_ev": 2.547,
  "fmax_ha_per_bohr": 0.039,
  "relative_energy_kj_mol": 0.0,
  "symbols": ["C", "C", "C", "C", "N", "P", "O", "Cl", "H", "H", "H", "H", "H", "H", "H", "H", "H", "H", "C", "C", "C", "C", "C", "C", "H", "H", "H", "H", "H", "H", "H", "H", "H", "H", "H", "H", "H", "H", "C", "C", "C", "C", "C", "C", "H", "H", "H", "H", "H", "H", "H", "H", "H", "H", "H", "H", "H", "H"],
  "coordinates": [[-1.96559, -0.42631, 2.70018], [-2.15095, 0.71718, 1.71608], [-1.21407, 1.83623, 2.13204], [-3.64463, 1.20391, 1.67495], [-4.41113, 0.68482, 2.79095], [-5.98632, 0.64934, 2.63079], [-6.46018, 2.28659, 2.40814], [-6.45355, -0.06488, 0.64020], [-2.07950, -0.08722, 3.71808], [-0.93792, -0.79274, 2.59736], [-2.62162, -1.25239, 2.47691], [-1.91733, 0.32055, 0.72839], [-1.16289, 2.62316, 1.38928], [-0.22671, 1.40190, 2.27342], [-1.54014, 2.23340, 3.08487], [-3.60978, 2.30083, 1.66530], [-4.04078, 0.89788, 0.70551], [-7.06056, 2.42704, 3.15674], [4.24698, -3.29872, 1.85418], [5.00824, -1.98392, 1.99908], [4.33677, -0.99472, 2.94971], [2.94190, -0.53453, 2.52333], [2.87196, 0.11752, 1.14441], [3.69481, 1.39783, 1.03574], [3.25444, -3.14560, 1.42947], [4.78365, -3.98310, 1.19489], [4.13071, -3.78943, 2.82264], [5.14481, -1.52987, 1.01378], [6.01202, -2.19987, 2.37638], [4.98816, -0.12412, 3.07068], [4.26214, -1.45112, 3.94204], [2.56681, 0.17279, 3.26883], [2.25327, -1.38310, 2.54705], [1.82822, 0.35567, 0.92833], [3.18938, -0.59053, 0.37301], [3.36822, 2.13289, 1.77402], [3.57906, 1.84407, 0.04662], [4.75969, 1.20994, 1.18716], [0.71146, 0.39509, -2.08084], [-0.58527, 1.00807, -2.60249], [-1.68710, -0.01967, -2.85056], [-1.36103, -1.07261, -3.91049], [-1.01073, -0.51476, -5.28910], [-2.15010, 0.27004, -5.93324], [1.15244, -0.29890, -2.79932], [1.44790, 1.17630, -1.88227], [0.53481, -0.14278, -1.14756], [-0.38043, 1.57668, -3.51511], [-0.95000, 1.73073, -1.86873], [-2.60463, 0.50591, -3.12698], [-1.91175, -0.53193, -1.91099], [-2.22072, -1.74289, -4.00728], [-0.53326, -1.69750, -3.56249], [-0.74765, -1.35114, -5.94331], [-0.11956, 0.11620, -5.22753], [-3.04154, -0.35184, -6.03563], [-1.86531, 0.61322, -6.92970], [-2.41510, 1.15041, -5.34690]]
}

=====

Entry 4:
{
  "formula": "C26H24BrIMgN4O3",
  "method": "ωB97M-V/def2-TZVPD",
  "gap_ev": 7.7,
  "homo_ev": -7.690,
  "multiplicity": 1,
  "total_charge": 0,
  "molar_mass_g_mol": 671.62,
  "lumo_energy_ev": 0.021,
  "fmax_ha_per_bohr": 0.004,
  "relative_energy_kj_mol": 21.8,
  "symbols": ["Mg", "C", "N", "C", "C", "C", "C", "C", "N", "C", "C", "C", "C", "C", "C", "H", "H", "H", "H", "H", "H", "H", "H", "H", "H", "H", "C", "C", "C", "O", "H", "H", "H", "H", "H", "H", "Br", "C", "C", "N", "C", "C", "C", "C", "O", "O", "H", "H", "H", "I", "C", "C", "C", "C", "C", "N", "H", "H", "H", "H"],
  "coordinates": [[-1.18085, 0.54416, -0.02188], [1.87540, 1.82191, 0.14519], [0.50980, 1.71697, 0.66356], [0.16212, 2.50824, 1.61800], [-1.16195, 2.44767, 2.14992], [-1.76907, 3.12429, 3.20650], [-3.08575, 2.64771, 3.25949], [-3.20306, 1.71333, 2.22996], [-2.04811, 1.57990, 1.55378], [2.85216, 1.01652, 0.96923], [2.85727, -0.37419, 0.89902], [3.72832, -1.12057, 1.67642], [4.60778, -0.48464, 2.54321], [4.61318, 0.90006, 2.61979], [3.74135, 1.64342, 1.83490], [2.19093, 2.86872, 0.11778], [1.86587, 1.45845, -0.88246], [0.86381, 3.23654, 2.03332], [-1.30881, 3.86258, 3.84561], [-3.85991, 2.94061, 3.95047], [-4.07307, 1.13257, 1.95587], [2.17734, -0.88323, 0.22300], [3.72655, -2.20078, 1.59658], [5.29231, -1.06539, 3.14815], [5.30138, 1.40435, 3.28626], [3.75705, 2.72618, 1.89125], [-3.85605, 1.69484, -1.71693], [-3.85842, 0.24387, -1.36991], [-4.87416, -0.66764, -1.98681], [-3.03822, -0.22206, -0.58599], [-4.82502, 2.02980, -2.08024], [-3.12075, 1.78235, -2.52695], [-3.53382, 2.29192, -0.86352], [-5.40454, -0.19862, -2.81080], [-5.59233, -0.94489, -1.21110], [-4.37839, -1.57783, -2.32148], [4.05925, -2.14759, -2.65339], [2.50032, -1.63631, -3.59371], [2.33470, -2.01674, -4.91686], [1.24982, -1.70376, -5.61855], [0.29404, -1.00507, -5.00977], [0.37462, -0.58154, -3.68843], [1.51387, -0.90150, -2.96748], [-0.77680, 0.16801, -3.05033], [-1.80084, 0.34438, -3.70191], [-0.57295, 0.55432, -1.84523], [3.10164, -2.59310, -5.42136], [-0.59055, -0.76588, -5.58681], [1.60423, -0.59065, -1.93612], [-1.03133, -3.06088, -1.29809], [-0.37998, -2.54324, 0.61638], [0.20797, -3.53660, 1.39151], [0.60103, -3.21793, 2.67763], [0.38920, -1.93147, 3.14935], [-0.18494, -1.00855, 2.30302], [-0.55899, -1.29705, 1.04372], [0.34315, -4.52870, 0.98787], [1.06272, -3.96974, 3.30468], [0.67359, -1.63714, 4.14920], [-0.36415, 0.00961, 2.62549]]
}

=====

Entry 5:
{
  "formula": "C2H8N3",
  "method": "ωB97M-V/def2-TZVPD",
  "gap_ev": [8.0, 8.0],
  "homo_ev": [-12.906, -12.909],
  "multiplicity": 1,
  "total_charge": 1,
  "molar_mass_g_mol": 74.11,
  "lumo_energy_ev": [-4.888, -4.886],
  "fmax_ha_per_bohr": 0.075,
  "relative_energy_kj_mol": 603.7,
  "symbols": ["C", "C", "N", "N", "N", "H", "H", "H", "H", "H", "H", "H", "H"],
  "coordinates": [[1.28355, -0.31625, -0.26783], [-1.24606, 0.99009, 0.23459], [2.31475, 0.04839, 0.36425], [-0.89764, -0.40791, 0.49835], [-1.49886, -1.34677, -0.12808], [1.28308, -0.85531, -1.31196], [-2.16187, 1.28380, 0.70330], [-0.49017, 1.61066, 0.76415], [-1.32202, 1.20991, -0.83576], [3.32432, 0.08443, 0.03843], [-0.83297, -2.09795, -0.12841], [-2.08793, -1.04191, -0.94893], [2.33182, 0.83881, 1.01789]]
}

=====

Entry 6:
{
  "formula": "C6H9ClO",
  "method": "ωB97M-V/def2-TZVPD",
  "gap_ev": 10.9,
  "homo_ev": -9.951,
  "multiplicity": 1,
  "smiles": "C=C[C@@]1(CCl)O[C@@H]1C",
  "total_charge": 0,
  "molar_mass_g_mol": 132.59,
  "lumo_energy_ev": 0.912,
  "fmax_ha_per_bohr": 0.073,
  "relative_energy_kj_mol": 240.5,
  "symbols": ["C", "C", "C", "C", "Cl", "O", "C", "C", "H", "H", "H", "H", "H", "H", "H", "H", "H"],
  "coordinates": [[-0.62981, -2.33971, -1.78733], [-0.34446, -1.09996, -1.44352], [-0.17747, -0.44818, -0.07603], [-0.94370, 0.83458, 0.19829], [-0.18870, 2.26517, -0.35000], [-0.14023, -1.47117, 0.95891], [1.10083, -0.69482, 0.60722], [1.45977, 0.09594, 1.91638], [-0.76380, -2.54079, -2.86053], [-0.86596, -3.06174, -1.07082], [-0.37709, -0.46929, -2.29872], [-0.89371, 1.05306, 1.30749], [-2.03295, 0.75767, -0.04505], [1.80744, -1.29687, 0.10253], [0.54230, 0.77567, 2.09021], [1.72594, -0.56806, 2.75770], [2.39658, 0.52471, 1.80573]]
}